15
Properties=species:S:1:pos:R:3 method="wB97M-V/def2-TZVPD" lumo_energy_ev=2.909 charge=-1 e_homo_ev=-5.16 de_lowest_kj_mol=136.0
C -0.377 1.107 -0.619
C 0.513 -0.166 0.107
C 1.987 0.003 0.350
O 0.249 2.138 -0.839
O -1.530 0.822 -0.690
S -0.198 -1.654 -0.393
S -4.150 -0.391 0.569
S 2.984 1.274 -0.203
S 1.106 0.003 1.904
S 3.001 -1.550 0.060
H -1.195 -0.936 -0.783
H -2.998 -1.226 0.178
H 1.963 2.160 -0.299
H -3.378 0.653 0.078
H 2.022 -2.238 0.580